24
Properties=species:S:1:pos:R:3:mulliken_charge:R:1 method="wB97M-V/def2-TZVPD" fmax_ev_per_a=2.71 e_lumo_ha=0.026 smiles="CNC(C)=O.CNC(C)=O" multiplicity=1 e_above_lowest_kj_mol=110.6
C 1.405 1.209 -2.167 -0.94
N 1.436 -0.118 -1.614 -0.10
C 0.662 -1.118 -2.115 0.77
C 0.853 -2.426 -1.384 -0.99
O -0.029 -0.989 -3.110 -0.65
H 1.986 1.274 -3.111 0.34
H 0.453 1.254 -2.723 0.29
H 1.443 2.019 -1.457 0.33
H 2.050 -0.375 -0.859 0.21
H 1.912 -2.691 -1.311 0.36
H 0.521 -2.232 -0.354 0.11
H 0.248 -3.221 -1.792 0.29
C -1.260 -1.247 2.013 -0.65
N -1.400 0.163 2.293 -0.17
C -0.629 1.047 1.626 0.57
C -1.036 2.514 1.581 -0.97
O 0.405 0.794 1.031 -0.57
H -1.088 -1.475 0.934 0.05
H -0.353 -1.653 2.453 0.27
H -2.144 -1.819 2.290 0.38
H -2.094 0.362 2.993 0.22
H -0.383 3.147 2.186 0.29
H -0.949 2.863 0.556 0.24
H -2.010 2.718 2.042 0.33

=====

24
Properties=species:S:1:pos:R:3:mulliken_charge:R:1 method="wB97M-V/def2-TZVPD" fmax_ev_per_a=4.87 e_lumo_ha=0.021 smiles="CNC(C)=O.CNC(C)=O" multiplicity=1 e_above_lowest_kj_mol=190.9
C -2.484 0.452 -0.962 -0.66
N -2.252 -0.943 -1.406 -0.16
C -0.895 -1.365 -1.453 0.72
C -0.745 -2.835 -1.462 -1.20
O -0.012 -0.583 -1.509 -0.60
H -3.027 0.979 -1.955 0.22
H -3.310 0.353 -0.185 0.28
H -1.613 0.941 -0.527 0.20
H -3.031 -1.533 -1.492 0.21
H 0.270 -3.051 -1.894 0.31
H -0.876 -3.287 -0.496 0.28
H -1.460 -3.372 -2.094 0.38
C 1.573 2.625 0.069 -0.96
N 1.269 1.366 0.643 -0.03
C 1.915 1.041 1.798 0.72
C 1.615 -0.260 2.523 -1.14
O 2.637 1.906 2.165 -0.61
H 2.725 2.799 0.265 0.30
H 1.330 2.604 -1.010 0.34
H 1.095 3.492 0.648 0.25
H 0.743 0.702 0.151 0.26
H 2.199 -0.332 3.466 0.30
H 0.574 -0.497 2.782 0.31
H 1.761 -1.201 1.934 0.29

=====

24
Properties=species:S:1:pos:R:3:mulliken_charge:R:1 method="wB97M-V/def2-TZVPD" fmax_ev_per_a=6.87 e_lumo_ha=0.015 smiles="NCCCC[C@H](N)C(=O)O" multiplicity=1 e_above_lowest_kj_mol=362.9
N 3.378 0.519 -0.860 -0.66
C 2.092 0.746 -0.293 -0.51
C 1.724 -0.608 0.478 -0.76
C 0.351 -0.810 1.174 -0.66
C -0.735 -1.065 0.120 -0.60
C -1.447 0.436 -0.270 -0.39
N -1.191 1.738 0.366 -0.55
C -3.087 0.150 -0.246 0.46
O -3.796 0.807 0.457 -0.55
O -3.464 -0.938 -0.944 -0.47
H 3.978 0.097 -0.161 0.27
H 3.514 -0.078 -1.659 0.24
H 1.369 1.088 -0.858 0.44
H 2.205 1.523 0.475 0.23
H 1.825 -1.509 -0.168 0.32
H 2.516 -0.913 1.174 0.44
H -0.074 0.091 1.650 0.36
H 0.529 -1.600 1.939 0.32
H -1.464 -1.597 0.694 0.36
H -0.297 -1.568 -0.765 0.42
H -1.419 0.257 -1.323 0.26
H -1.442 2.586 -0.207 0.29
H -2.006 1.670 1.044 0.38
H -3.060 -1.023 -1.819 0.36